Record 1
The following is a DFT calculation (wB97M-V/def2-TZVPD) of a structure of composition C3H2CaFO2 at a distorted geometry.

Each line ends with the natural charge from an NBO analysis.
CARTESIAN COORDINATES (ANGSTROEM)
F: 1.818 0.439 -0.402  -0.40
O: -0.247 1.016 0.625  -0.57
O: -0.087 0.262 -1.615  -1.02
C: -0.328 -0.162 1.370  0.13
C: 0.308 -0.992 0.517  -0.37
C: 0.399 0.191 -0.436  0.82
H: -1.022 -0.243 2.206  0.20
H: 0.463 -2.061 0.408  0.22
Ca: -1.304 1.550 -2.673  0.98

Summary:
HOMO-LUMO gap (alpha / beta): 5.830 / 8.317 eV
highest occupied orbital energy (alpha / beta): -0.2161 / -0.3141 hartree
lowest unoccupied orbital energy (alpha / beta): -0.05 / -0.23 eV
spin multiplicity: 2
ΔE to the lowest compared entry with this formula, charge and spin: 0.0 kcal per mole
total energy: -28392.0414 eV

Record 2
The following is a DFT calculation (wB97M-V/def2-TZVPD) of a structure of composition C42H45N2O3PtSb2 at a distorted geometry.

Each line ends with the Mulliken charge.
CARTESIAN COORDINATES (ANGSTROEM)
Pt: -0.407 0.660 0.321  2.90
O: 0.904 7.310 2.334  -0.50
C: 0.959 6.241 3.242  -0.55
C: 0.702 4.941 2.535  0.00
C: 0.683 3.741 3.247  -0.92
C: 0.409 2.574 2.570  -0.44
N: 0.159 2.535 1.264  0.13
C: 0.187 3.675 0.550  0.39
C: 0.471 4.892 1.169  -0.44
C: -0.111 3.558 -0.884  0.49
C: -0.233 4.657 -1.733  -0.67
C: -0.507 4.463 -3.081  0.40
C: -0.581 5.641 -4.015  -0.95
O: 0.673 6.266 -4.138  -0.49
C: -0.634 3.160 -3.547  -0.94
C: -0.535 2.123 -2.641  -0.68
N: -0.281 2.311 -1.355  0.21
H: 1.123 8.132 2.789  0.32
H: 0.204 6.355 4.037  0.32
H: 1.943 6.187 3.734  0.35
H: 0.868 3.726 4.309  0.49
H: 0.367 1.626 3.090  0.36
H: 0.491 5.819 0.621  0.65
H: -0.130 5.664 -1.365  0.52
H: -1.254 6.400 -3.610  0.36
H: -0.967 5.320 -4.989  0.35
H: 1.298 5.646 -4.535  0.33
H: -0.812 2.952 -4.590  0.42
H: -0.653 1.101 -2.970  0.51
C: 1.000 -2.870 2.340  -1.56
C: 2.359 -2.771 1.675  -0.22
C: 2.900 -1.348 1.594  -1.25
Sb: 2.310 -0.174 -0.170  0.79
C: 4.165 -0.220 -1.295  0.51
C: 5.155 -1.169 -1.096  -0.28
C: 6.236 -1.234 -1.960  -0.73
C: 6.333 -0.355 -3.024  -0.49
C: 5.351 0.601 -3.217  -0.60
C: 4.273 0.668 -2.352  -0.61
C: 1.423 -1.533 -1.602  1.28
C: 0.114 -1.289 -1.992  -0.86
C: -0.454 -1.987 -3.043  -0.65
C: 0.290 -2.941 -3.716  -0.79
C: 1.591 -3.202 -3.324  -0.84
C: 2.158 -2.497 -2.277  -0.66
Sb: -0.672 -1.797 1.401  -0.02
C: -1.243 -3.213 -0.109  0.77
C: -0.418 -4.261 -0.482  -1.00
C: -0.838 -5.173 -1.438  -0.70
C: -2.091 -5.054 -2.010  -0.71
C: -2.927 -4.019 -1.625  -0.66
C: -2.500 -3.094 -0.688  0.06
C: -2.026 -2.495 2.911  0.68
C: -2.778 -3.631 2.657  -0.24
C: -3.509 -4.230 3.667  -0.78
C: -3.495 -3.695 4.944  -0.58
C: -2.772 -2.541 5.193  -0.68
C: -2.040 -1.942 4.182  -0.54
H: 1.053 -2.504 3.368  0.72
H: 0.676 -3.909 2.387  0.66
H: 2.321 -3.214 0.676  -0.03
H: 3.058 -3.378 2.262  0.57
H: 3.990 -1.350 1.597  0.50
H: 2.571 -0.770 2.462  0.53
H: 5.085 -1.871 -0.275  0.25
H: 7.002 -1.980 -1.801  0.41
H: 7.172 -0.418 -3.701  0.39
H: 5.426 1.291 -4.044  0.40
H: 3.502 1.414 -2.505  0.39
H: -0.506 -0.559 -1.451  0.42
H: -1.477 -1.790 -3.328  0.51
H: -0.147 -3.487 -4.539  0.43
H: 2.176 -3.947 -3.843  0.44
H: 3.181 -2.702 -1.992  0.45
H: 0.559 -4.380 -0.035  0.13
H: -0.181 -5.980 -1.729  0.45
H: -2.418 -5.770 -2.750  0.40
H: -3.916 -3.934 -2.053  0.47
H: -3.137 -2.270 -0.399  0.17
H: -2.788 -4.059 1.664  0.42
H: -4.077 -5.123 3.455  0.44
H: -4.045 -4.178 5.738  0.40
H: -2.768 -2.115 6.185  0.43
H: -1.474 -1.042 4.390  0.38
C: -3.706 1.896 0.681  -1.33
C: -3.347 0.528 1.271  0.82
C: -4.606 -0.298 1.576  -1.56
O: -2.523 -0.181 0.420  -1.13
H: -4.253 2.481 1.412  0.44
H: -4.310 1.770 -0.213  0.34
H: -2.788 2.423 0.408  0.17
H: -2.824 0.696 2.238  -0.06
H: -5.176 -0.469 0.667  0.37
H: -5.225 0.226 2.297  0.46
H: -4.316 -1.259 1.996  0.21

Summary:
HOMO-LUMO gap (alpha / beta): 6.427 / 6.308 eV
highest occupied orbital energy (alpha / beta): -0.3765 / -0.3638 hartree
lowest unoccupied orbital energy (alpha / beta): -3.82 / -3.59 eV
spin multiplicity: 1
net charge: +1
total energy: -69720.4730 eV

Record 3
The following is a DFT calculation (wB97M-V/def2-TZVPD) of a structure of composition CH18B4Be3Cl2 at a distorted geometry.

Each line ends with the natural charge from an NBO analysis.
CARTESIAN COORDINATES (ANGSTROEM)
Be: 15.930 7.584 -2.393  1.75
Be: 15.081 3.302 -2.633  1.73
Be: 17.052 4.880 0.853  1.65
B: 16.764 2.675 -0.717  -1.07
H: 17.022 3.490 -1.376  0.02
H: 16.516 1.834 -1.345  0.14
H: 17.639 2.399 -0.149  0.16
H: 16.014 3.023 -0.024  -0.02
B: 15.400 5.507 -3.835  -1.15
H: 14.590 5.446 -3.124  0.04
H: 16.366 5.514 -3.355  0.04
H: 15.355 4.685 -4.533  0.15
H: 15.351 6.430 -4.392  0.14
B: 14.844 5.303 -0.731  -0.75
H: 14.945 5.123 0.328  -0.06
H: 14.550 6.332 -0.867  -0.01
H: 15.773 5.202 -1.271  0.01
H: 14.117 4.656 -1.198  -0.02
B: 17.642 6.919 -0.479  -1.09
H: 16.689 7.045 0.011  0.03
H: 17.909 7.885 -0.881  0.14
H: 18.420 6.505 0.144  0.11
H: 17.474 6.266 -1.321  0.03
C: 14.431 4.663 3.945  -0.45
Cl: 15.138 6.214 3.468  0.43
Cl: 14.810 3.475 2.679  0.43
H: 14.883 4.347 4.885  0.32
H: 13.383 4.873 4.161  0.32

Summary:
HOMO-LUMO gap (alpha / beta): 6.645 / 3.625 eV
highest occupied orbital energy (alpha / beta): -0.7685 / -0.7677 hartree
lowest unoccupied orbital energy (alpha / beta): -14.27 / -17.26 eV
spin multiplicity: 2
net charge: +3
total energy: -30228.9500 eV

Record 4
The following is a DFT calculation (wB97M-V/def2-TZVPD) of a structure of composition C19H28Br2FeNO3S.

Each line ends with the natural charge from an NBO analysis.
CARTESIAN COORDINATES (ANGSTROEM)
Fe: 0.054 -0.398 -0.268  1.28
C: 2.344 1.390 2.187  -0.65
C: 1.913 0.070 1.599  -0.06
C: 0.934 -0.688 2.269  0.06
C: 0.252 -0.127 3.495  -0.68
C: 0.614 -1.976 1.822  -0.03
C: -0.296 -2.857 2.648  -0.65
C: 1.207 -2.476 0.648  -0.03
C: 0.812 -3.830 0.108  -0.66
C: 2.202 -1.731 -0.012  -0.02
C: 2.945 -2.348 -1.172  -0.65
C: 2.534 -0.440 0.446  -0.01
C: 3.558 0.379 -0.302  -0.65
H: 1.679 2.209 1.904  0.24
H: 3.349 1.654 1.869  0.24
H: 2.350 1.332 3.275  0.23
H: 0.787 -0.408 4.407  0.25
H: -0.767 -0.499 3.592  0.22
H: 0.209 0.960 3.466  0.24
H: -1.351 -2.738 2.394  0.23
H: -0.186 -2.632 3.706  0.24
H: -0.046 -3.907 2.515  0.24
H: 1.473 -4.612 0.492  0.24
H: 0.879 -3.852 -0.979  0.24
H: -0.207 -4.092 0.383  0.23
H: 2.397 -2.235 -2.107  0.26
H: 3.100 -3.412 -1.001  0.23
H: 3.923 -1.890 -1.297  0.23
H: 4.574 0.125 0.012  0.24
H: 3.407 1.443 -0.142  0.23
H: 3.479 0.206 -1.371  0.24
Br: 0.951 4.085 -0.429  0.10
C: -0.736 3.193 -0.428  -0.50
Br: -0.914 1.801 0.936  0.07
H: -0.899 2.693 -1.373  0.25
H: -1.504 3.915 -0.187  0.24
C: -4.277 -2.730 0.042  -0.14
C: -3.960 -1.759 0.980  -0.20
C: -2.724 -1.151 0.909  0.03
N: -1.811 -1.457 -0.023  -0.59
C: -2.128 -2.392 -0.933  0.06
C: -3.343 -3.051 -0.928  -0.23
H: -5.240 -3.224 0.066  0.24
H: -4.658 -1.473 1.754  0.23
H: -2.447 -0.394 1.630  0.20
H: -1.384 -2.593 -1.690  0.23
H: -3.550 -3.796 -1.683  0.24
C: 0.202 0.536 -4.389  -0.89
S: 0.058 0.163 -2.678  2.32
O: -1.264 0.537 -2.170  -0.98
O: 0.272 -1.280 -2.458  -1.00
O: 1.075 0.909 -1.908  -1.00
H: -0.029 -0.365 -4.952  0.27
H: 1.224 0.860 -4.575  0.27
H: -0.504 1.329 -4.620  0.27

Summary:
HOMO-LUMO gap (alpha / beta): 9.479 / 9.520 eV
highest occupied orbital energy (alpha / beta): -0.4381 / -0.4542 hartree
lowest unoccupied orbital energy (alpha / beta): -2.44 / -2.84 eV
spin multiplicity: 5
net charge: +1
ΔE to the lowest compared entry with this formula, charge and spin: 0.0 kcal per mole
total energy: -213093.6456 eV